Entry 1:
Molecular formula: C9H6N2
Method: DFT, wB97M-V/def2-TZVPD

The value obtained for the total energy is -12407.0023 eV. The LUMO energy is -0.9 eV. As for the HOMO-LUMO gap: 8.578 eV.

Last column: Löwdin charge in e.
Positions of all 17 atoms, in Å:
N1 -3.822 2.289 -0.124  0.187
C1 -2.941 1.524 -0.094  -0.159
C2 -1.923 0.637 0.070  -0.154
C3 -1.857 -0.685 0.030  -0.152
C4 -2.936 -1.517 -0.097  -0.163
N2 -3.795 -2.267 -0.023  0.195
C5 -0.372 -1.122 0.204  -0.168
C6 0.129 -0.668 -1.152  -0.049
C7 0.119 0.661 -1.192  -0.036
C8 -0.417 1.093 0.177  -0.172
C9 0.220 -0.010 1.055  -0.079
H1 -0.347 -2.114 0.406  0.110
H2 0.375 -1.427 -1.999  0.153
H3 0.256 1.232 -2.028  0.083
H4 -0.153 2.161 0.608  0.185
H5 1.241 0.118 1.079  0.099
H6 -0.162 0.087 2.052  0.121

---

Entry 2:
Molecular formula: C9H6N2O2
Method: DFT, wB97M-V/def2-TZVPD

The value obtained for the total energy is -16499.8574 eV. The LUMO energy is -2.6 eV. As for the HOMO-LUMO gap: 5.743 eV.

Last column: Löwdin charge in e.
Positions of all 19 atoms, in Å:
C1 0.333 -2.807 0.290  -0.227
C2 2.855 1.421 0.360  -0.032
C3 -3.326 -0.024 -0.251  -0.026
C4 1.468 1.225 0.397  0.049
C5 -2.292 -0.765 -0.835  0.057
C6 3.377 0.328 -0.279  -0.062
C7 -2.724 0.894 0.568  -0.063
C8 1.231 0.018 -0.261  -0.342
C9 -1.102 -0.246 -0.333  -0.348
N1 0.394 -3.817 0.818  -0.090
N2 0.128 -0.623 -0.655  0.203
O1 2.413 -0.511 -0.664  0.089
O2 -1.394 0.769 0.541  0.064
H1 3.398 2.257 0.752  0.109
H2 -4.378 -0.141 -0.413  0.110
H3 0.728 1.880 0.807  0.114
H4 -2.367 -1.577 -1.527  0.129
H5 4.389 0.049 -0.501  0.134
H6 -3.132 1.670 1.187  0.132

---

Entry 3:
Molecular formula: C9H6N2O2
Method: DFT, wB97M-V/def2-TZVPD

The value obtained for the total energy is -16505.6205 eV. The LUMO energy is -1.0 eV. As for the HOMO-LUMO gap: 8.622 eV.

Last column: Löwdin charge in e.
Positions of all 19 atoms, in Å:
O1 3.972 1.123 -0.917  0.116
C1 2.798 1.382 -1.115  -0.450
O2 2.347 2.343 -1.949  0.128
C2 1.728 0.576 -0.500  -0.196
C3 2.034 -0.230 0.589  -0.031
N1 1.088 -0.898 1.252  0.152
C4 -0.192 -0.807 0.746  -0.234
C5 -1.161 -1.486 1.453  -0.033
C6 -2.481 -1.302 1.139  -0.063
C7 -2.828 -0.455 0.042  -0.058
C8 -1.825 0.183 -0.705  -0.009
C9 -0.483 0.042 -0.319  -0.214
N2 0.506 0.789 -0.905  0.191
H1 1.404 2.446 -1.918  0.086
H2 3.086 -0.374 0.912  0.139
H3 -0.821 -2.113 2.290  0.127
H4 -3.294 -1.675 1.793  0.117
H5 -3.855 -0.368 -0.263  0.095
H6 -2.025 0.826 -1.623  0.136

---

Entry 4:
Molecular formula: C9H6N2O4Pd
Method: DFT, wB97M-V/def2-TZVPD

The value obtained for the total energy is -24059.8291 eV. As for the expectation value of S²: 2.05. The LUMO energy (alpha / beta) is -7.9 / -12.0 eV. The spin multiplicity is 3. As for the HOMO-LUMO gap (alpha / beta): 8.568 / 5.527 eV. Its charge is +2.

Last column: Löwdin charge in e.
Positions of all 22 atoms, in Å:
Pd1 -0.122 -0.988 -2.198  0.801
O1 -1.063 3.375 -1.650  -0.026
C1 -0.874 2.519 -2.489  0.073
C2 1.560 -1.603 -2.212  -0.256
O2 2.671 -1.850 -2.081  0.189
C3 -1.671 -2.009 -2.030  -0.192
O3 -2.671 -2.545 -1.842  0.187
C4 -0.318 -0.725 -4.162  -0.096
O4 -0.405 -0.559 -5.293  0.214
N1 0.511 0.761 3.861  0.363
C5 0.316 0.505 2.561  -0.215
C6 1.273 0.818 1.586  0.075
C7 1.078 0.506 0.240  -0.051
N2 -0.057 -0.117 -0.212  -0.033
C8 -1.000 -0.425 0.718  -0.042
C9 -0.856 -0.121 2.082  0.097
H1 1.334 1.190 4.185  0.153
H2 -0.176 0.533 4.532  0.156
H3 2.236 1.303 1.865  0.162
H4 1.817 0.757 -0.576  0.152
H5 -1.932 -0.926 0.341  0.135
H6 -1.654 -0.400 2.775  0.152

---

Entry 5:
Molecular formula: C9H6NO2S
Method: DFT, wB97M-V/def2-TZVPD

The value obtained for the total energy is -25851.7921 eV. The LUMO energy is 3.3 eV. As for the HOMO-LUMO gap: 6.429 eV. Its charge is -1.

Last column: Löwdin charge in e.
Positions of all 19 atoms, in Å:
O1 3.648 0.836 2.380  -0.052
C1 2.895 0.044 1.765  -0.640
O2 3.049 -1.146 1.613  0.046
N1 1.683 0.661 1.153  0.021
C2 1.388 1.971 1.234  -0.557
S1 2.195 3.187 2.115  0.724
C3 -0.080 2.156 0.308  0.021
C4 -0.294 0.855 -0.078  -0.277
C5 -1.352 0.313 -0.836  -0.079
C6 -1.408 -1.038 -1.048  -0.146
C7 -0.409 -1.885 -0.569  -0.135
C8 0.669 -1.387 0.139  -0.032
C9 0.732 -0.029 0.405  -0.167
H1 3.138 2.151 2.403  -0.122
H2 -0.541 3.104 0.169  0.045
H3 -2.118 0.977 -1.216  0.095
H4 -2.239 -1.458 -1.603  0.084
H5 -0.484 -2.950 -0.753  0.080
H6 1.454 -2.035 0.488  0.090

---

Entry 6:
Molecular formula: C9H6NO4
Method: DFT, wB97M-V/def2-TZVPD

The value obtained for the total energy is -19111.0384 eV. The LUMO energy is 3.1 eV. As for the HOMO-LUMO gap: 7.558 eV. Its charge is -1.

Last column: Löwdin charge in e.
Positions of all 20 atoms, in Å:
C1 0.239 1.296 1.444  -0.031
C2 -1.124 1.391 1.635  0.002
C3 -1.566 2.789 1.711  -0.447
O1 -2.645 3.319 1.886  0.082
O2 -0.402 3.561 1.540  0.081
C4 0.723 2.729 1.477  -0.392
O3 1.839 3.178 1.440  0.130
H1 0.968 0.514 1.682  0.128
H2 -1.818 0.581 1.450  0.110
O4 0.500 0.543 -0.350  -0.102
C5 0.487 -0.646 -0.827  -0.426
C6 1.212 -1.771 -0.326  -0.033
C7 0.958 -3.048 -0.844  -0.201
N1 0.087 -3.282 -1.848  -0.025
C8 -0.545 -2.226 -2.406  -0.196
C9 -0.333 -0.918 -1.967  -0.030
H3 1.978 -1.608 0.417  0.084
H4 1.501 -3.930 -0.465  0.087
H5 -1.225 -2.412 -3.253  0.088
H6 -0.834 -0.062 -2.397  0.091

---

Entry 7:
Molecular formula: C9H7BIN2O6ReS
Method: DFT, wB97M-V/def2-TZVPD

The value obtained for the total energy is -46444.4233 eV. As for the expectation value of S²: 0.76. The LUMO energy (alpha / beta) is -7.0 / -6.7 eV. The spin multiplicity is 2. As for the HOMO-LUMO gap (alpha / beta): 4.837 / 5.085 eV. Its charge is +1.

Last column: Löwdin charge in e.
Positions of all 28 atoms, in Å:
Re1 1.273 1.607 1.092  1.728
O1 3.734 4.294 0.936  -0.148
S1 2.814 3.250 1.112  0.367
O2 2.714 2.556 2.409  -0.346
O3 3.013 1.999 0.176  -0.356
O4 1.361 3.506 0.780  -0.368
O5 -1.167 -0.322 0.172  0.124
B1 -0.401 0.867 0.060  -0.570
O6 -0.828 1.522 -1.085  0.144
C1 -1.746 0.771 -1.698  -0.191
C2 -2.378 0.955 -2.922  0.030
C3 -3.271 -0.024 -3.309  -0.051
C4 -3.531 -1.147 -2.501  -0.054
C5 -2.892 -1.351 -1.292  0.018
C6 -1.980 -0.384 -0.896  -0.194
H1 -2.173 1.825 -3.525  0.129
H2 -3.788 0.065 -4.252  0.113
H3 -4.249 -1.874 -2.842  0.112
H4 -3.089 -2.221 -0.689  0.122
I1 3.581 -4.076 1.399  0.967
C7 2.432 -2.404 1.825  -0.717
C8 1.313 -2.331 2.645  -0.057
N1 0.852 -1.080 2.555  0.043
N2 1.600 -0.334 1.722  -0.183
C9 2.582 -1.129 1.280  -0.122
H5 0.864 -3.088 3.257  0.143
H6 0.021 -0.683 2.985  0.187
H7 3.338 -0.768 0.607  0.132

---

Entry 8:
Molecular formula: C9H7BrF2
Method: DFT, wB97M-V/def2-TZVPD

The value obtained for the total energy is -84921.9134 eV. The LUMO energy is 0.6 eV. As for the HOMO-LUMO gap: 8.573 eV.

Last column: Löwdin charge in e.
Positions of all 19 atoms, in Å:
C1 -2.582 0.958 0.707  -0.089
C2 -2.328 0.275 -0.471  -0.082
C3 -1.530 1.322 1.530  -0.078
C4 -1.033 -0.035 -0.834  -0.033
C5 -0.232 1.017 1.171  -0.056
C6 0.037 0.354 -0.026  -0.288
C7 1.810 -1.088 -1.309  -0.115
C8 1.406 0.102 -0.459  -0.631
C9 2.134 -1.609 0.038  -0.380
F1 1.305 -2.384 0.735  0.130
F2 3.365 -1.591 0.543  0.109
Br1 2.706 1.481 -0.243  0.771
H1 -3.595 1.200 0.987  0.101
H2 -3.143 -0.022 -1.111  0.103
H3 -1.719 1.833 2.462  0.104
H4 -0.847 -0.553 -1.764  0.106
H5 0.584 1.290 1.823  0.100
H6 0.997 -1.599 -1.812  0.111
H7 2.664 -0.951 -1.966  0.117